[1]
Density functional theory data (the ωB97M-V functional and the def2-TZVPD basis) for a molecular structure, C35H52AsFeP3Se in a non-equilibrium geometry.

Geometry as XYZ:
```
93
Properties=species:S:1:pos:R:3:forces:R:3:mulliken_charge:R:1
Fe -1.081665 -0.404023 -0.690334 1.17 0.30 -0.11 -1.236
P -0.808513 -2.549746 -1.444255 0.17 -2.89 -1.28 0.757
P -0.026216 0.470137 -2.418264 0.71 1.39 -2.46 0.859
P -2.020234 -0.879977 1.230591 -2.14 -0.22 2.58 0.545
H -4.779992 7.649390 -0.702582 0.07 -0.02 0.31 0.344
C -4.739721 7.541679 0.384972 0.02 0.62 0.28 -0.545
C -3.730027 8.023749 1.108652 -0.51 0.36 -0.13 -0.450
H -2.925780 8.594655 0.643603 -0.04 -0.36 0.12 0.266
C -2.211483 -3.139569 -2.479140 -0.20 0.32 0.09 -1.396
C 0.569885 -3.095742 -2.545881 0.24 0.27 -0.01 -0.957
C -0.747839 -3.931591 -0.231979 0.01 0.15 0.26 -0.848
C -0.164604 2.296595 -2.441387 -0.05 -0.18 0.20 -0.905
C 1.729397 0.222008 -2.879146 0.00 -0.27 0.51 -1.131
C -0.833999 0.078678 -4.043565 -0.15 -0.13 0.33 -1.188
C -2.490489 0.675119 2.076419 0.18 0.01 -0.30 -1.143
C -1.390410 -1.812493 2.659856 0.60 -0.12 -0.24 -1.084
C -3.659488 -1.721696 1.030490 0.33 0.19 -0.35 -1.069
H -5.628924 7.129172 0.873103 0.30 0.12 -0.12 0.269
H -3.780062 8.024383 2.198717 0.15 -0.13 -0.29 0.256
H -1.995532 -4.157776 -2.824794 0.02 0.22 0.13 0.537
H -2.357499 -2.496648 -3.352409 -0.02 -0.09 0.13 0.332
H -3.137268 -3.156492 -1.897313 0.06 0.04 -0.10 0.351
H 0.411049 -4.152866 -2.795140 -0.12 0.24 0.13 0.617
H 1.546510 -3.015909 -2.056274 -0.22 0.05 -0.10 0.108
H 0.597089 -2.539315 -3.488125 -0.04 -0.03 0.19 0.353
H -0.622099 -4.874532 -0.776743 -0.04 0.24 -0.01 0.592
H -1.670016 -4.002380 0.350155 0.09 0.07 -0.06 0.442
H 0.093552 -3.825999 0.457017 -0.11 0.05 -0.03 -0.081
H 0.337393 2.673663 -3.341475 -0.13 -0.06 0.21 0.583
H 0.309956 2.709209 -1.545870 -0.06 0.07 -0.24 0.113
H -1.221785 2.585555 -2.446702 0.30 0.02 -0.11 0.423
H 1.837042 0.428714 -3.950537 -0.05 -0.01 0.26 0.723
H 2.053735 -0.802165 -2.677517 0.03 0.13 -0.11 0.133
H 2.361074 0.906207 -2.306270 -0.05 -0.10 -0.09 0.300
H -0.251819 0.586090 -4.826972 -0.20 -0.18 0.23 0.570
H -1.865435 0.463409 -4.051291 0.39 -0.15 -0.11 0.333
H -0.855088 -1.001714 -4.244246 0.03 0.36 -0.02 0.310
H -2.932018 0.412170 3.045515 0.05 0.17 -0.22 0.586
H -3.196614 1.247339 1.462931 0.15 -0.15 0.30 0.322
H -1.580786 1.269646 2.222572 -0.24 -0.02 0.13 0.326
H -2.182358 -1.859577 3.415000 0.11 0.07 -0.19 0.718
H -0.515529 -1.304512 3.072103 -0.13 -0.10 0.08 0.247
H -1.103454 -2.826925 2.377606 -0.01 0.06 0.11 0.348
H -4.064590 -1.900867 2.038428 0.07 0.07 -0.41 0.528
H -3.539230 -2.679744 0.502257 -0.17 0.29 0.22 0.288
H -4.327995 -1.066163 0.452409 0.09 -0.34 0.25 0.299
C -3.618602 2.123160 -0.968269 -0.10 -0.92 -0.44 0.376
C -2.803283 3.077158 -0.349225 -0.34 1.06 0.18 0.213
C -3.346540 4.345050 -0.065824 0.41 -1.14 -0.19 -0.864
C -4.688407 4.603388 -0.379749 0.04 -0.33 -0.16 -0.003
C -5.512916 3.631495 -0.955571 0.40 -0.42 0.10 -0.961
C -4.978159 2.380786 -1.245292 -0.27 0.24 -0.25 -0.887
Se -3.039819 0.414403 -1.623929 -1.78 1.34 0.19 0.296
H 0.126977 0.446749 -0.081654 -0.20 0.06 0.00 0.065
H -1.770819 2.855563 -0.108451 -0.02 0.03 -0.01 0.569
H -2.714573 5.109074 0.390202 -0.32 -0.13 -0.12 0.431
H -5.086454 5.584147 -0.179161 0.02 -0.18 0.00 0.070
H -6.554036 3.848339 -1.180382 0.21 -0.04 0.06 0.442
H -5.585373 1.601138 -1.710540 0.14 0.31 0.11 0.432
C 5.145546 -4.041174 -1.222841 -0.30 0.12 0.24 -0.597
C 4.098114 -4.563234 -0.449216 -0.41 0.58 0.24 -1.097
C 3.073971 -3.715455 0.015328 0.52 -0.41 -0.57 0.010
C 3.128137 -2.328448 -0.226124 -0.63 -0.81 -0.16 0.508
C 4.146294 -1.841874 -1.052956 0.20 0.55 -0.56 0.073
C 5.152783 -2.679922 -1.545544 -0.51 -0.17 0.55 -1.003
As 1.715961 -1.080841 0.546207 4.26 -0.82 1.84 1.883
C 1.943357 -1.548826 2.467235 -0.45 -0.39 -0.18 0.406
C 2.143945 -0.526277 3.408745 -0.27 0.17 0.11 -0.442
C 2.216155 -0.820322 4.767783 0.08 -0.40 -0.22 -0.774
C 2.082505 -2.142606 5.214439 0.03 0.28 0.04 -0.648
C 1.889064 -3.160464 4.285705 0.10 -0.55 -0.49 -0.953
C 1.838995 -2.875861 2.918303 -0.39 -0.12 0.35 -0.078
C 3.007370 0.413410 0.652287 -0.90 0.76 -0.21 -0.166
C 4.279203 0.214161 1.210366 0.06 0.15 -0.21 0.040
C 5.213638 1.243066 1.180198 -0.38 0.52 -0.24 -0.806
C 4.881514 2.482724 0.601793 -0.39 0.02 -0.22 -0.674
C 3.593482 2.700904 0.099258 -0.23 -0.60 0.29 -0.614
C 2.633353 1.665284 0.170555 0.87 0.34 -0.02 -0.282
H 5.941127 -4.697634 -1.569353 -0.20 0.14 -0.02 0.445
H 4.065908 -5.626798 -0.207767 0.01 0.33 -0.06 0.479
H 2.247316 -4.166837 0.544418 0.12 0.00 -0.07 0.172
H 4.182772 -0.778200 -1.305381 0.02 -0.39 0.06 0.401
H 5.939298 -2.279829 -2.167022 0.03 0.12 0.01 0.496
H 2.280370 0.497437 3.073659 -0.15 -0.08 0.13 0.480
H 2.389308 -0.031975 5.485241 0.04 0.09 -0.02 0.463
H 2.149329 -2.378756 6.281235 -0.10 0.14 -0.42 0.439
H 1.787166 -4.204293 4.614341 0.14 0.55 -0.13 0.449
H 1.718496 -3.704412 2.219649 -0.10 0.34 0.39 0.207
H 4.547279 -0.736201 1.653112 0.00 -0.04 -0.06 0.526
H 6.207095 1.107206 1.595986 -0.16 -0.11 -0.02 0.477
H 5.614559 3.293506 0.542522 -0.22 -0.41 0.09 0.430
H 3.302940 3.651077 -0.345654 0.20 -0.12 0.22 0.463
H 1.607538 1.851863 -0.142848 0.29 -0.02 -0.06 0.359
```
Forces are in eV/Å.

Calculated values
- HOMO level (alpha / beta) (eV) = -15.4 / -15.4
- energy relative to the best compared isomer or geometry (same formula, charge and spin) (eV) = 0.681
- energy (Ha) = -8288.7512
- charge = +3
- LUMO level (alpha / beta) (Eh) = -0.3273 / -0.4445
- expectation value of S² = 8.8453
- spin multiplicity = 6
- frontier orbital gap (alpha / beta) (eV) = 6.5250 / 3.3333

=====

[2]
Density functional theory data (the ωB97M-V functional and the def2-TZVPD basis) for a gas-phase ion, C4H11N2O (charge +1) in a non-equilibrium geometry.

Geometry as XYZ:
```
18
Properties=species:S:1:pos:R:3:forces:R:3:nbo_charge:R:1
N -0.038671 -0.083152 -1.278999 -0.06 -0.27 -0.09 -0.675
C -0.393991 0.131086 0.152095 0.37 0.89 0.64 -0.059
C 0.649961 -0.472209 1.069098 0.59 -0.37 0.73 -0.559
C 0.994053 -1.934169 0.844429 -0.69 0.79 0.34 0.463
O 0.930803 -2.398301 -0.261101 -0.01 -0.52 -0.30 -0.545
C -0.516609 1.645179 0.409315 0.02 0.07 -0.23 -0.236
N -1.407337 2.332479 -0.477552 0.17 -0.95 -0.37 -0.881
H -0.604274 0.483007 -1.909036 -0.30 0.29 0.10 0.443
H -0.168138 -1.067988 -1.523280 0.41 -0.13 0.01 0.474
H 0.945119 0.164924 -1.393575 0.02 -0.18 -0.30 0.437
H -1.355172 -0.315139 0.367406 -0.25 -0.30 -0.38 0.236
H 1.652792 -0.028155 1.069766 0.01 0.55 -0.67 0.256
H 0.384512 -0.232239 2.099441 -0.41 -0.45 0.10 0.265
H 1.317464 -2.493279 1.730536 0.20 -0.27 -0.07 0.156
H -0.810199 1.746401 1.434515 -0.53 0.08 0.58 0.231
H 0.465082 2.095932 0.416010 0.65 0.09 -0.29 0.194
H -1.003273 2.682440 -1.335755 -0.44 0.51 0.51 0.384
H -2.237419 2.758558 -0.099431 0.24 0.14 -0.31 0.415
```
Forces are in eV/Å.

Calculated values
- HOMO level (eV) = -13.6
- energy relative to the best compared isomer or geometry (same formula, charge and spin) (eV) = 1.634
- energy (Ha) = -343.5041
- charge = +1
- LUMO level (Eh) = -0.1210
- structure (SMILES) = NC[C@@H]([NH3+])CC=O
- frontier orbital gap (eV) = 10.3388

=====

[3]
Density functional theory data (the ωB97M-V functional and the def2-TZVPD basis) for a molecular structure, C3H3GaLi2O3 in a non-equilibrium geometry.

Geometry as XYZ:
```
12
Properties=species:S:1:pos:R:3:forces:R:3:nbo_charge:R:1
O -0.040031 0.114914 -2.154639 0.51 1.21 2.72 -0.694
Li -0.039864 1.924717 -2.519662 0.18 0.00 -0.79 0.982
C 0.103368 -0.133638 -0.935422 -0.67 -0.98 -2.82 0.283
O -0.370440 -1.362419 -0.630984 0.11 -1.13 1.75 -0.498
C 0.052339 -1.865840 0.689876 -1.35 -0.94 -1.49 -0.455
H 0.673548 -2.753999 0.496293 0.43 0.64 0.50 0.299
H -0.872812 -2.210280 1.178092 0.46 0.28 0.36 0.253
Ga 0.836039 -0.051722 1.132536 1.65 0.25 -1.14 1.239
C 0.294480 2.239918 0.812473 2.40 -0.23 0.26 0.192
O 1.447206 1.710117 0.597613 -1.65 1.28 0.98 -0.634
Li -1.325257 0.356383 0.801679 -2.51 -0.68 -0.26 0.918
H -0.758575 2.031848 0.532144 0.42 0.30 -0.06 0.115
```
Forces are in eV/Å.

Calculated values
- HOMO level (alpha / beta) (eV) = -17.0 / -18.2
- energy relative to the best compared isomer or geometry (same formula, charge and spin) (eV) = 2.807
- energy (Ha) = -2280.8318
- charge = +2
- LUMO level (alpha / beta) (Eh) = -0.3972 / -0.3901
- frontier orbital gap (alpha / beta) (eV) = 6.1406 / 7.5676

=====

[4]
Density functional theory data (the ωB97M-V functional and the def2-TZVPD basis) for a single C6H8 molecule.

Geometry as XYZ:
```
14
Properties=species:S:1:pos:R:3:forces:R:3:nbo_charge:R:1
C 0.983570 1.170653 0.994124 0.05 0.09 0.13 -0.576
C 0.811747 -1.089309 0.214620 -0.31 0.17 -0.18 0.222
C -0.584548 -1.582539 -0.026519 0.11 0.03 0.02 -0.651
C -1.357071 -0.505365 -0.756614 0.10 0.15 -0.03 -0.208
C -0.577268 0.558463 -0.932322 -0.07 -0.14 0.04 -0.201
C 0.776762 0.324244 -0.291452 0.03 -0.10 -0.01 -0.452
H 0.699137 2.209909 0.801555 0.06 -0.15 -0.02 0.216
H 2.025842 1.132831 1.319112 -0.17 -0.02 -0.04 0.226
H 0.356843 0.803581 1.814787 0.05 0.06 -0.13 0.211
H -1.025704 -1.900675 0.931217 0.08 0.00 -0.10 0.267
H -0.490281 -2.524539 -0.590750 0.00 0.07 0.08 0.271
H -2.388140 -0.603792 -1.084002 0.15 0.02 0.05 0.214
H -0.856733 1.481363 -1.434863 0.02 -0.14 0.10 0.213
H 1.625845 0.525174 -0.958893 -0.10 -0.04 0.10 0.249
```
Forces are in eV/Å.

Calculated values
- HOMO level (eV) = -8.5
- energy relative to the best compared isomer or geometry (same formula, charge and spin) (eV) = 3.108
- energy (Ha) = -233.2728
- LUMO level (Eh) = 0.0081
- frontier orbital gap (eV) = 8.7129

=====

[5]
Density functional theory data (the ωB97M-V functional and the def2-TZVPD basis) for a single C9H18N2O molecule in a non-equilibrium geometry.

Geometry as XYZ:
```
30
Properties=species:S:1:pos:R:3:forces:R:3:nbo_charge:R:1
N -1.510480 0.979446 -0.571264 -1.33 -0.76 0.64 -0.129
O -0.120961 0.961038 -0.810109 -0.58 -1.32 3.16 -0.413
C -2.005313 0.355492 0.481510 2.31 0.70 -1.73 0.039
N -0.440671 -1.536842 1.228744 0.57 -0.56 0.03 -0.450
C -0.686511 -2.312874 -0.019381 0.83 1.19 0.81 -0.406
C 1.822758 1.696082 -1.997775 -1.30 -0.04 -0.54 -0.613
C -0.179964 0.642784 -3.141782 0.05 -1.01 -1.28 -0.638
C 0.973941 -1.332123 1.715087 -1.49 -0.95 -1.03 -0.211
C 0.788630 -0.404037 2.870516 0.70 -0.22 1.39 -0.406
C 0.275275 1.524225 -2.025137 0.33 0.89 -0.61 0.095
C -0.300488 0.522782 2.399439 -0.48 0.50 0.33 -0.398
C -1.263949 -0.373860 1.601333 0.01 -0.16 -0.19 -0.104
H -3.103210 0.313442 0.575077 0.60 0.59 -0.49 0.202
H -1.762680 -2.352859 -0.226167 0.33 0.30 -0.16 0.205
H -0.367672 -3.350608 0.098818 0.14 0.07 0.19 0.196
H -0.080684 -1.858466 -0.843481 -0.77 -0.36 0.16 0.178
H 2.137216 2.294569 -2.864390 -0.17 -0.19 0.20 0.214
H 2.154546 2.196593 -1.103823 0.08 0.08 0.39 0.219
H 2.265385 0.714633 -2.085800 0.33 -0.26 0.13 0.207
H 0.237926 0.969020 -4.126729 -0.17 -0.30 0.77 0.211
H -1.278911 0.641573 -3.258975 0.51 -0.05 0.27 0.230
H 0.165372 -0.404071 -2.908647 -0.34 0.90 -0.44 0.208
H 1.440183 -2.291737 1.965302 -0.21 0.07 0.05 0.197
H 1.595659 -0.866565 0.956600 0.19 0.23 -0.44 0.169
H 1.747071 0.127205 3.077067 -0.76 -0.30 0.15 0.214
H 0.446716 -0.952303 3.788432 0.47 0.36 -0.75 0.202
H -0.202918 2.491342 -2.097981 -0.08 0.52 -0.13 0.175
H 0.156252 1.285630 1.779299 -0.21 0.22 -0.25 0.216
H -0.833186 0.989552 3.242254 0.24 0.07 -0.37 0.212
H -2.069331 -0.669063 2.301964 0.21 -0.23 -0.26 0.177
```
Forces are in eV/Å.

Calculated values
- HOMO level (eV) = -7.9
- energy relative to the best compared isomer or geometry (same formula, charge and spin) (eV) = 1.758
- energy (Ha) = -538.3800
- LUMO level (Eh) = 0.0372
- structure (SMILES) = CC(C)O/N=C\[C@@H]1CCCN1C
- frontier orbital gap (eV) = 8.8943

=====

[6]
Density functional theory data (the ωB97M-V functional and the def2-TZVPD basis) for 2 unconnected molecules or ions with the total composition F3NOS in a non-equilibrium geometry.

Geometry as XYZ:
```
6
Properties=species:S:1:pos:R:3:forces:R:3:nbo_charge:R:1
N 0.291957 1.197187 0.904379 -0.24 0.45 -0.10 0.412
O 1.054914 -2.136379 -1.026711 1.43 -1.11 0.05 -0.779
F 0.662809 2.136575 -0.008446 -0.33 -0.40 0.42 -0.217
F -0.980503 1.540716 1.226159 0.58 -0.04 -0.27 -0.210
F -1.396815 -2.082647 -0.617428 0.87 0.60 -0.26 -0.511
S -0.042056 -1.233454 -1.044945 -2.32 0.51 0.16 1.304
```
Forces are in eV/Å.

Calculated values
- HOMO level (alpha / beta) (eV) = -11.5 / -9.4
- energy relative to the best compared isomer or geometry (same formula, charge and spin) (eV) = 0.568
- energy (Ha) = -827.5818
- LUMO level (alpha / beta) (Eh) = -0.0482 / -0.0471
- frontier orbital gap (alpha / beta) (eV) = 10.2026 / 8.1684